No. 1
A structure of composition C7H15ClMgNO3. Source: the Open Molecules 2025 dataset; level of theory: wB97M-V/def2-TZVPD.

Properties
Kohn-Sham gap = 6.994 eV
2S+1 = 1
HOMO level = -12.79 eV
Energy relative to the best compared isomer or geometry (same formula, charge and spin) = 53.78 kJ/mol
Total charge = +1

Cartesian coordinates (Å):
1 Cl 2.066 -1.883 -3.269
2 Mg 2.770 -3.187 -1.609
3 O -1.966 0.871 1.577
4 O 2.043 -2.181 -0.109
5 O -1.823 0.555 -0.639
6 N 1.920 -0.136 0.943
7 C 1.828 0.521 2.252
8 C 1.877 0.679 -0.272
9 C -2.650 2.646 0.162
10 C -2.147 1.265 0.449
11 C -1.586 -0.855 -0.504
12 C 2.056 -1.456 0.904
13 C -1.569 -1.502 -1.867
14 H -1.525 -2.565 -1.643
15 H 2.802 0.892 2.575
16 H -0.717 -1.187 -2.475
17 H -2.424 -1.326 0.021
18 H -2.400 3.253 1.030
19 H -3.721 2.700 -0.021
20 H 1.444 0.102 -1.085
21 H 1.477 -0.172 3.014
22 H -0.804 -1.106 0.210
23 H 1.347 1.610 -0.087
24 H 2.907 0.983 -0.473
25 H 2.178 -1.883 1.906
26 H -2.140 3.091 -0.693
27 H -2.382 -1.082 -2.457
28 H 1.141 1.355 2.160

Atoms 1-3, force components in eV/Å:
0.50 -0.73 0.15
-1.05 1.51 -0.04
-0.02 -0.43 -0.20


No. 2
A cluster of 2 separate species, C7H15ClN3S in total. Source: the Open Molecules 2025 dataset; level of theory: wB97M-V/def2-TZVPD.

Properties
Kohn-Sham gap = 6.686 eV
2S+1 = 1
HOMO level = -13.24 eV
Energy relative to the best compared isomer or geometry (same formula, charge and spin) = 452.91 kJ/mol
Total charge = +1

Cartesian coordinates (Å):
1 Cl -1.296 -2.507 -2.976
2 S 1.081 -2.606 0.201
3 N 2.267 -1.973 0.789
4 N -2.095 -0.298 -1.634
5 N 1.634 -2.589 -1.372
6 C -2.283 -1.141 -2.551
7 C -0.115 0.932 -1.102
8 C -0.529 0.421 1.890
9 C 0.422 1.519 1.275
10 C -1.665 0.276 0.819
11 C -1.100 -0.140 -0.582
12 C 0.983 1.365 -0.122
13 H -1.192 0.745 2.699
14 H -0.329 -0.959 -0.338
15 H 1.243 -3.209 -2.043
16 H 2.613 -2.353 -1.482
17 H 1.421 1.737 1.935
18 H 0.189 0.638 -2.006
19 H -2.354 -0.360 1.245
20 H -3.073 -1.041 -3.150
21 H -0.270 2.412 1.452
22 H -0.082 -0.495 2.050
23 H 1.375 2.334 -0.236
24 H 1.699 0.629 -0.268
25 H 2.644 -1.736 1.704
26 H -0.805 1.650 -1.312
27 H -2.224 1.247 0.625

Atoms 1-3, force components in eV/Å:
0.35 -0.51 0.08
1.66 0.33 -2.66
1.12 0.36 1.19


No. 3
An isolated molecule of C7H15ClNOP. Source: the Open Molecules 2025 dataset; level of theory: wB97M-V/def2-TZVPD.

Properties
Kohn-Sham gap = 9.203 eV
2S+1 = 1
HOMO level = -8.82 eV
Energy relative to the best compared isomer or geometry (same formula, charge and spin) = 349.02 kJ/mol

Cartesian coordinates (Å):
1 Cl 3.390 0.051 -2.017
2 P 2.378 0.311 -0.372
3 O 3.274 -1.086 1.798
4 N 2.094 1.849 0.146
5 C -2.021 -1.372 -0.582
6 C 3.560 -0.311 0.916
7 C -0.245 0.225 0.022
8 C -0.701 1.243 -1.142
9 C -2.406 0.164 1.399
10 C 0.868 -0.625 -0.514
11 C -1.405 -0.652 0.551
12 H -1.721 1.603 -0.866
13 H -1.282 -1.859 -1.248
14 H -2.034 0.936 1.985
15 H 0.776 -1.074 -1.484
16 H -3.226 0.432 0.842
17 H -2.541 -0.814 -1.358
18 H -0.085 2.067 -1.163
19 H -2.677 -0.540 2.256
20 H 2.804 2.486 -0.076
21 H -2.677 -2.182 -0.297
22 H 4.379 0.303 0.808
23 H 0.139 0.935 0.900
24 H 0.869 -1.584 0.185
25 H -0.589 0.811 -2.049
26 H -0.920 -1.313 1.358

Atoms 1-3, force components in eV/Å:
1.03 -0.25 -1.72
-0.93 3.33 2.82
0.67 0.56 -0.56


No. 4
A structure of composition C7H15F2N7O3RhSe. Source: the Open Molecules 2025 dataset; level of theory: wB97M-V/def2-TZVPD.

Properties
Kohn-Sham gap = 6.925 eV
2S+1 = 1
HOMO level = -10.63 eV
Energy relative to the best compared isomer or geometry (same formula, charge and spin) = 0.00 kJ/mol
Total charge = +1

Cartesian coordinates (Å):
1 Rh 0.474 -0.160 -0.292
2 Se -0.992 -2.044 -4.090
3 F -1.232 0.463 1.731
4 F -1.743 -1.430 0.805
5 O 2.587 3.199 1.507
6 O 1.108 3.060 -0.044
7 O -0.393 1.081 -1.696
8 N 3.362 1.024 2.631
9 N 1.692 1.195 0.922
10 N 1.783 2.580 0.833
11 N -0.400 3.046 -2.761
12 N 0.113 -1.755 -1.404
13 N 2.265 -0.817 1.874
14 N 1.193 -1.404 1.179
15 C -0.337 -1.872 -2.500
16 C 1.657 1.746 -2.758
17 C -1.801 3.272 -2.408
18 C -1.310 -0.184 0.535
19 C 0.278 4.074 -3.549
20 C 2.442 0.528 1.822
21 C 0.230 1.962 -2.353
22 H 1.188 4.407 -3.052
23 H -2.005 0.334 -0.127
24 H 2.298 2.578 -2.472
25 H 2.751 -1.389 2.546
26 H -1.866 3.923 -1.535
27 H 3.504 2.024 2.631
28 H 3.848 0.434 3.285
29 H 1.710 1.635 -3.843
30 H -0.388 4.926 -3.637
31 H 0.449 -1.647 1.835
32 H 0.513 3.711 -4.549
33 H -2.285 2.325 -2.199
34 H 1.480 -2.253 0.689
35 H -2.297 3.748 -3.250
36 H 2.032 0.821 -2.323

Atoms 1-3, force components in eV/Å:
0.14 0.33 -0.18
0.00 -0.06 -0.09
0.07 0.00 -0.05


No. 5
A structure of composition C7H15F2N7O3RhSe. Source: the Open Molecules 2025 dataset; level of theory: wB97M-V/def2-TZVPD.

Properties
Kohn-Sham gap = 6.316 eV
2S+1 = 1
HOMO level = -10.49 eV
Energy relative to the best compared isomer or geometry (same formula, charge and spin) = 106.83 kJ/mol
Total charge = +1

Cartesian coordinates (Å):
1 Rh 0.047 -0.060 0.066
2 Se -4.476 -0.716 0.023
3 F -1.482 0.670 2.057
4 F 0.623 0.864 2.527
5 O 1.276 -1.835 0.032
6 O -1.172 4.056 -0.111
7 O -2.046 2.126 -0.476
8 N 2.138 0.654 0.321
9 N 0.130 2.161 -0.126
10 N -1.593 -1.056 -0.284
11 N 2.304 2.040 0.401
12 N -1.116 2.839 -0.240
13 N 1.328 4.135 0.434
14 N 0.922 -3.942 -0.634
15 C -2.771 -0.881 -0.122
16 C -0.313 0.059 1.921
17 C 0.136 -4.184 0.588
18 C 2.110 -2.448 -2.148
19 C 1.113 -5.063 -1.567
20 C 1.207 2.835 0.253
21 C 1.397 -2.739 -0.858
22 H -0.525 -3.343 0.770
23 H 1.031 -5.989 -1.007
24 H 2.099 -5.030 -2.020
25 H -0.458 -5.082 0.443
26 H 3.116 -2.874 -2.126
27 H 3.172 2.414 0.739
28 H 2.193 4.546 0.741
29 H 2.762 0.258 -0.369
30 H 1.586 -2.864 -3.007
31 H 0.496 4.697 0.332
32 H 0.356 -5.058 -2.351
33 H 2.322 0.239 1.227
34 H 2.193 -1.371 -2.271
35 H 0.791 -4.314 1.449
36 H -0.315 -0.906 2.420

Atoms 1-3, force components in eV/Å:
3.05 0.58 -1.57
-0.07 -0.02 0.09
-0.53 0.31 0.38


No. 6
A structure of composition C7H15IrN2. Source: the Open Molecules 2025 dataset; level of theory: wB97M-V/def2-TZVPD.

Properties
Kohn-Sham gap (spin up / spin down) = 4.403 / 6.290 eV
2S+1 = 6
HOMO level (spin up / spin down) = -7.76 / -11.92 eV
Total charge = +1

Cartesian coordinates (Å):
1 Ir 0.551 0.880 -0.586
2 N 2.112 1.682 -1.800
3 N 0.512 2.440 0.645
4 C -1.644 -0.231 1.048
5 C -2.199 -1.117 1.981
6 C 0.394 -1.499 1.039
7 C -0.361 -0.417 0.571
8 C -1.441 -2.215 2.418
9 C -0.159 -0.527 -2.595
10 C -0.150 -2.398 1.940
11 H 1.889 2.631 -2.113
12 H 0.422 -3.266 2.281
13 H 1.380 -1.614 0.635
14 H 2.979 1.701 -1.255
15 H -3.209 -0.978 2.353
16 H 0.652 -1.129 -2.172
17 H -0.436 2.748 0.781
18 H 2.306 1.123 -2.643
19 H 1.058 3.245 0.365
20 H -0.575 0.384 -2.198
21 H 0.846 2.159 1.586
22 H -1.864 -2.888 3.142
23 H -2.220 0.594 0.640
24 H 0.204 -0.143 -3.558
25 H -1.047 -1.165 -2.506

Atoms 1-3, force components in eV/Å:
-0.35 -2.36 -1.05
1.36 -0.15 -1.02
0.39 3.01 2.78


No. 7
A cluster of 2 separate species, C7H15N in total. Source: the Open Molecules 2025 dataset; level of theory: wB97M-V/def2-TZVPD.

Properties
Kohn-Sham gap = 9.334 eV
2S+1 = 1
HOMO level = -8.39 eV
Energy relative to the best compared isomer or geometry (same formula, charge and spin) = 246.68 kJ/mol

Cartesian coordinates (Å):
1 N 0.822 -1.742 -1.971
2 C -1.392 1.961 -0.903
3 C 1.065 -1.076 -0.920
4 C -1.654 -0.172 0.337
5 C -1.159 -1.324 1.071
6 C 2.354 -1.059 -0.144
7 C -0.912 0.952 0.110
8 C -0.006 1.552 1.160
9 H 2.927 -1.970 -0.315
10 H 1.474 -2.516 -2.119
11 H 2.142 -0.964 0.921
12 H -0.569 -1.092 1.954
13 H -0.522 2.357 1.686
14 H 0.883 1.975 0.691
15 H -1.905 2.792 -0.414
16 H 2.954 -0.190 -0.418
17 H -2.084 1.513 -1.613
18 H 0.317 0.828 1.903
19 H -2.398 -0.420 -0.412
20 H -0.259 -1.681 0.299
21 H -1.945 -2.022 1.353
22 H 0.414 -0.079 -0.807
23 H -0.546 2.377 -1.452

Atoms 1-3, force components in eV/Å:
-0.53 -0.47 0.35
0.11 -0.22 -0.08
0.53 2.94 -1.60


No. 8
A structure of composition C7H15N. Source: the Open Molecules 2025 dataset; level of theory: wB97M-V/def2-TZVPD.

Properties
Kohn-Sham gap (spin up / spin down) = 8.066 / 8.067 eV
2S+1 = 1
HOMO level (spin up / spin down) = -8.00 / -8.00 eV
Energy relative to the best compared isomer or geometry (same formula, charge and spin) = 381.94 kJ/mol

Cartesian coordinates (Å):
1 N -1.414 -1.064 -2.203
2 C 1.601 0.530 0.892
3 C -1.158 -0.998 1.096
4 C -0.822 0.073 0.325
5 C 0.618 0.180 -0.250
6 C -1.956 -0.080 -1.505
7 C 1.011 -1.066 -0.989
8 C 1.296 1.854 1.589
9 H -2.031 -0.987 1.729
10 H 1.183 -1.926 -0.346
11 H -1.281 1.021 0.592
12 H -0.670 -1.956 0.986
13 H 0.628 1.019 -0.956
14 H -1.909 -1.946 -2.080
15 H -0.120 -1.344 -1.677
16 H 1.261 2.674 0.869
17 H 1.582 -0.285 1.619
18 H 1.830 -0.906 -1.683
19 H -2.938 -0.185 -1.052
20 H 2.609 0.568 0.472
21 H -1.726 0.921 -1.861
22 H 0.340 1.819 2.111
23 H 2.067 2.087 2.323

Atoms 1-3, force components in eV/Å:
-1.81 1.63 0.07
-0.29 0.21 -0.10
-0.16 0.74 -1.02


| no. | energy (eV) |
| --- | --- |
| 1 | -33097.9342 |
| 2 | -35319.0035 |
| 3 | -32849.3337 |
| 4 | -97855.6752 |
| 5 | -97854.5679 |
| 6 | -13306.6880 |
| 7 | -8989.9331 |
| 8 | -8988.5313 |